{
  "formula": "C22H29CoI2N2O3P2",
  "method": "ωB97M-V/def2-TZVPD",
  "elements": ["I", "I", "Co", "P", "P", "O", "O", "O", "N", "N", "C", "C", "C", "C", "C", "C", "C", "C", "C", "C", "C", "C", "C", "C", "C", "C", "C", "C", "C", "C", "C", "C", "H", "H", "H", "H", "H", "H", "H", "H", "H", "H", "H", "H", "H", "H", "H", "H", "H", "H", "H", "H", "H", "H", "H", "H", "H", "H", "H", "H", "H"],
  "positions_angstrom": [[-0.004, -1.960, -4.542], [0.001, 2.277, -3.473], [0.015, 0.370, 0.036], [-2.124, 0.039, -0.126], [2.163, 0.063, -0.081], [0.079, -0.858, -2.500], [0.067, 2.841, 2.034], [-0.020, -1.816, 2.733], [-0.057, 0.431, 2.095], [-0.208, 1.500, 3.998], [-2.711, -1.404, 0.845], [-2.941, 1.456, 0.698], [2.762, -1.412, 0.832], [-2.951, -0.130, -1.747], [-0.017, 0.070, 4.420], [-1.225, -0.372, 5.269], [-1.156, -0.958, 6.542], [-2.325, -1.284, 7.250], [2.872, 0.588, 6.837], [3.008, -0.076, -1.696], [3.745, -0.446, 6.488], [-3.669, -0.371, 5.448], [-3.581, -1.034, 6.684], [-0.049, -0.618, 3.019], [1.308, -0.106, 5.143], [1.626, 0.738, 6.216], [3.281, -1.416, 5.598], [2.049, -1.281, 4.945], [3.007, 1.447, 0.772], [0.038, -0.315, -1.448], [-2.493, -0.049, 4.748], [-0.095, 1.709, 2.624], [-2.615, 0.683, -2.395], [-0.167, -1.116, 6.981], [-2.677, 1.523, 1.752], [3.146, 1.343, 7.569], [2.865, 1.386, 1.861], [2.680, 0.759, -2.316], [1.722, -2.079, 4.268], [2.534, 2.370, 0.405], [4.698, -0.535, 7.018], [-0.067, 2.248, 4.615], [-2.710, -2.258, 0.144], [-4.681, -0.124, 5.031], [-4.038, 1.379, 0.591], [2.245, -1.506, 1.790], [-4.482, -1.315, 7.255], [-2.037, -1.635, 1.684], [-2.589, 2.364, 0.186], [4.095, -0.065, -1.551], [-4.039, -0.109, -1.616], [3.851, -1.382, 0.977], [2.506, -2.287, 0.217], [4.087, 1.452, 0.530], [3.928, -2.257, 5.391], [0.910, 1.522, 6.517], [-2.218, -1.791, 8.222], [2.690, -1.009, -2.165], [-2.598, 0.483, 3.780], [-2.639, -1.077, -2.195], [-3.736, -1.230, 1.214]],
  "lowdin_charge": [0.519, 0.378, 0.248, 0.834, 0.832, -0.492, 0.023, 0.056, 0.060, 0.185, -0.190, -0.209, -0.189, -0.210, -0.226, -0.039, 0.053, 0.032, -0.050, -0.212, -0.046, 0.001, 0.036, -0.396, -0.184, -0.038, -0.049, -0.016, -0.209, -0.440, 0.048, -0.495, 0.019, 0.137, 0.022, 0.117, 0.055, 0.022, 0.115, 0.055, 0.123, 0.133, 0.069, 0.144, 0.073, 0.019, 0.149, 0.021, 0.065, 0.076, 0.076, 0.076, 0.066, 0.072, 0.113, 0.129, 0.145, 0.049, 0.124, 0.048, 0.069],
  "fmax_ha_per_bohr": 0.1407,
  "homo_ev": [-14.055, -13.884],
  "charge": 2,
  "homo_lumo_gap_ev": [7.62, 3.50],
  "multiplicity": 5,
  "total_energy_ev": -104795.7446,
  "s_squared": 6.04
}

{
  "formula": "C4H7NO2",
  "method": "ωB97M-V/def2-TZVPD",
  "elements": ["O", "O", "N", "C", "C", "C", "C", "H", "H", "H", "H", "H", "H", "H"],
  "positions_angstrom": [[2.119, 0.792, -0.302], [-0.317, 1.225, 1.835], [-1.558, -1.466, 0.696], [-0.101, 0.546, 0.721], [-0.708, -0.564, 0.204], [-0.024, -0.559, -1.113], [0.713, 0.921, -0.452], [-0.591, -0.215, -1.975], [-1.875, -2.252, 0.145], [2.499, 0.916, -1.184], [0.477, 1.746, 2.029], [0.617, -1.413, -1.352], [0.450, 1.865, -0.948], [-1.701, -1.543, 1.697]],
  "lowdin_charge": [-0.040, 0.076, 0.121, -0.327, -0.337, -0.005, -0.223, 0.085, 0.099, 0.091, 0.120, 0.098, 0.136, 0.106],
  "fmax_ha_per_bohr": 0.0593,
  "homo_ev": -7.132,
  "homo_lumo_gap_ev": 8.03,
  "total_energy_ev": -9844.4316,
  "smiles": "NC1=C(O)[C@@H](O)C1"
}

{
  "formula": "C4H7BeO2",
  "method": "ωB97M-V/def2-TZVPD",
  "elements": ["O", "O", "C", "C", "C", "C", "Be", "H", "H", "H", "H", "H", "H", "H"],
  "positions_angstrom": [[1.344, -1.866, -0.863], [-0.311, 1.087, 1.822], [-0.041, 1.408, 0.555], [-0.959, 1.023, -0.575], [0.354, -1.159, -0.153], [0.351, 0.267, -0.518], [-0.337, -0.202, 2.431], [1.079, -2.785, -0.954], [-0.643, -1.611, -0.282], [-1.094, 1.735, -1.393], [0.510, 2.350, 0.413], [0.475, -1.267, 1.034], [-1.850, 0.461, -0.281], [1.124, 0.559, -1.235]],
  "lowdin_charge": [-0.035, -0.242, -0.354, -0.078, -0.287, -0.199, 0.411, 0.092, 0.123, 0.105, 0.144, 0.063, 0.115, 0.141],
  "fmax_ha_per_bohr": 0.0622,
  "homo_ev": [-7.070, -9.191],
  "homo_lumo_gap_ev": [7.76, 8.76],
  "multiplicity": 2,
  "total_energy_ev": -8755.4853,
  "s_squared": 0.75
}

{
  "formula": "C15H40MnNO10S3",
  "method": "ωB97M-V/def2-TZVPD",
  "elements": ["Mn", "S", "S", "S", "O", "O", "O", "O", "O", "O", "O", "O", "O", "O", "N", "C", "C", "C", "C", "C", "C", "C", "C", "C", "C", "C", "C", "C", "C", "C", "H", "H", "H", "H", "H", "H", "H", "H", "H", "H", "H", "H", "H", "H", "H", "H", "H", "H", "H", "H", "H", "H", "H", "H", "H", "H", "H", "H", "H", "H", "H", "H", "H", "H", "H", "H", "H", "H", "H", "H"],
  "positions_angstrom": [[-0.255, 2.800, -19.536], [2.326, 0.631, -18.846], [-1.275, 8.371, -24.179], [6.817, 3.288, -20.309], [0.333, 8.366, -23.880], [3.181, 1.321, -17.697], [-1.615, 9.765, -24.302], [5.443, 4.145, -20.385], [6.393, 1.922, -20.568], [7.531, 3.600, -19.113], [-1.572, 7.435, -25.213], [1.020, 1.272, -18.975], [1.268, 3.531, -20.510], [2.424, -0.789, -18.685], [-0.023, 4.209, -17.800], [0.498, 5.485, -18.371], [0.941, 7.086, -23.666], [5.533, 6.537, -20.554], [2.183, 7.182, -22.751], [0.475, 2.480, -16.069], [-1.873, 7.746, -22.609], [5.329, 1.813, -16.785], [5.273, 5.363, -19.611], [-0.351, 6.245, -19.355], [3.271, 1.086, -20.319], [7.689, 3.949, -21.805], [-1.397, 4.416, -17.227], [4.484, 0.730, -17.438], [0.920, 3.774, -16.760], [-1.514, 5.335, -16.019], [4.822, 2.063, -15.849], [0.623, 6.132, -17.493], [-1.860, 3.449, -17.042], [1.183, 6.676, -24.647], [-0.141, 2.655, -15.185], [4.218, 5.370, -19.335], [7.321, 3.424, -22.677], [-1.173, 6.760, -18.860], [1.917, 3.622, -17.177], [1.089, 4.525, -15.982], [4.331, -0.040, -16.681], [-1.331, 4.779, -15.099], [4.959, 0.259, -18.296], [-2.550, 5.659, -15.878], [2.394, 6.170, -22.411], [8.707, 3.652, -21.545], [-1.269, 8.011, -21.744], [-1.892, 4.937, -18.051], [1.818, 4.267, -20.742], [2.051, 7.896, -21.942], [6.361, 1.530, -16.610], [-2.860, 8.125, -22.344], [-0.993, 6.283, -16.135], [-0.075, 1.763, -16.678], [0.237, 6.358, -23.254], [-0.687, 5.709, -20.247], [2.563, 1.159, -21.143], [5.918, 5.363, -18.735], [4.880, 6.430, -21.423], [-1.964, 6.669, -22.744], [5.255, 2.748, -17.344], [1.366, 1.980, -15.686], [2.958, 7.531, -23.432], [3.592, 2.123, -20.227], [1.514, 5.368, -18.732], [4.143, 0.472, -20.513], [0.306, 7.003, -19.791], [5.098, 7.472, -20.182], [7.673, 5.028, -21.756], [6.588, 6.664, -20.757]],
  "lowdin_charge": [1.106, 0.669, 0.618, 0.620, -0.257, -0.267, -0.266, -0.294, -0.298, -0.273, -0.260, -0.382, -0.384, -0.232, -0.249, -0.265, -0.279, -0.060, -0.054, -0.073, -0.130, -0.042, -0.235, -0.086, -0.095, -0.066, -0.229, -0.228, -0.239, -0.061, 0.083, 0.117, 0.114, 0.125, 0.078, 0.106, 0.073, 0.084, 0.111, 0.130, 0.127, 0.079, 0.119, 0.090, 0.062, 0.069, 0.061, 0.097, -0.049, 0.077, 0.096, 0.077, 0.081, 0.066, 0.095, 0.066, 0.072, 0.113, 0.069, 0.058, 0.068, 0.080, 0.081, 0.050, 0.100, 0.072, 0.084, 0.086, 0.049, 0.071],
  "fmax_ha_per_bohr": 0.0657,
  "homo_ev": [-12.908, -13.163],
  "charge": 1,
  "homo_lumo_gap_ev": [8.58, 8.68],
  "multiplicity": 6,
  "total_energy_ev": -101986.5637,
  "s_squared": 8.75
}